No. 1
The following is a quantum chemistry calculation of a 2-piece molecular cluster, C2H6ClO5S overall in a non-equilibrium geometry, from the OMol25 dataset.

Geometry (Å):
Cl: -1.243 2.065 2.144
O: -1.748 0.748 2.476
O: -2.311 2.793 1.490
O: -0.820 2.779 3.351
O: -0.106 1.916 1.272
C: 1.814 -0.381 -1.304
S: 0.471 -1.362 -2.081
O: 1.002 -2.772 -2.261
C: -0.611 -1.327 -0.643
H: 2.261 -0.981 -0.515
H: 1.349 0.523 -0.911
H: 2.548 -0.117 -2.061
H: -0.710 -0.315 -0.235
H: -0.300 -1.899 0.233
H: -1.597 -1.669 -0.953

Results
orbital gap	8.98	eV
energy relative to the best compared isomer or geometry (same formula, charge and spin)	0.0	kJ/mol
total charge	-1
E_HOMO	-5.96	eV



No. 2
The following is a quantum chemistry calculation of C2H6CsO as an isolated structure, from the OMol25 dataset.

Geometry (Å):
Cs: -2.083 -6.217 -21.085
C: -3.266 -8.580 -23.747
C: -2.100 -9.230 -22.987
O: -2.192 -9.080 -21.551
H: -4.040 -8.120 -23.128
H: -3.770 -9.321 -24.369
H: -2.919 -7.834 -24.469
H: -1.156 -8.752 -23.242
H: -2.047 -10.284 -23.247
H: -2.910 -9.628 -21.220

Results
orbital gap	11.05	eV
energy relative to the best compared isomer or geometry (same formula, charge and spin)	23.4	kJ/mol
total charge	+1
E_HOMO	-14.71	eV



No. 3
The following is a quantum chemistry calculation of C2H6CsO2 as an isolated structure, from the OMol25 dataset.

Geometry (Å):
Cs: 1.065 -2.729 1.639
C: 0.581 0.668 -0.255
C: -0.615 -0.176 -0.602
O: -1.735 0.345 0.087
O: 0.887 0.555 1.138
H: 0.356 1.698 -0.541
H: 1.429 0.337 -0.867
H: -0.470 -1.238 -0.345
H: -0.803 -0.128 -1.678
H: -2.430 -0.315 0.145
H: 1.735 0.984 1.280

Results
orbital gap	10.01	eV
energy relative to the best compared isomer or geometry (same formula, charge and spin)	44.4	kJ/mol
total charge	+1
E_HOMO	-13.83	eV



No. 4
The following is a quantum chemistry calculation of C2H6F6LiNO7S2 as an isolated structure in a non-equilibrium geometry, from the OMol25 dataset.

Geometry (Å):
Li: -0.738 -0.141 -0.863
C: 0.657 -1.665 2.290
F: -0.417 -2.409 1.978
F: 1.124 -2.070 3.493
F: 1.602 -1.750 1.373
S: 0.133 0.268 2.386
O: -1.214 0.240 3.004
O: 1.229 0.890 3.190
N: 0.033 0.657 0.675
S: 1.270 1.587 0.518
O: 1.273 2.887 1.171
O: 2.474 0.774 0.548
C: 1.150 2.136 -1.360
F: 0.683 1.162 -2.072
F: 0.408 3.248 -1.548
F: 2.354 2.437 -1.853
O: -2.207 1.089 -2.090
H: -2.331 1.364 -2.999
H: -3.019 1.341 -1.650
O: 0.651 -1.488 -1.549
H: 0.115 -2.277 -1.632
H: 1.552 -1.809 -1.546
O: -1.950 -1.920 -0.479
H: -2.138 -2.618 -1.107
H: -2.695 -1.930 0.121

Results
orbital gap (alpha / beta)	11.64 / 6.14	eV
2S+1	2
energy relative to the best compared isomer or geometry (same formula, charge and spin)	0.0	kJ/mol
total charge	+1
E_HOMO (alpha / beta)	-15.33 / -15.27	eV



Calculated total energy? In order: -35760.535, -4761.194, -6808.293, -56164.586 eV.